# 1
Below is one molecule with the formula C9H10Br2N4OP2S at a distorted geometry, with properties calculated with ωB97M-V/def2-TZVPD.

```
! RIJCOSX wB97M-V def2-TZVPD def2/J DEFGRID3
* xyz 0 1
C 3.69 -0.80 1.35
C 3.85 -1.28 -0.16
Br 5.60 -1.96 -0.86
C 2.76 -1.27 -1.06
Br 3.06 -1.90 -2.94
C 1.29 -0.76 -0.73
C 0.86 0.72 -0.78
C -0.63 1.16 -0.49
P -1.15 2.99 -0.59
N -0.15 3.88 -1.50
C -1.74 0.13 -0.13
P -3.55 0.57 0.26
N -3.60 1.04 1.97
O -4.54 -0.85 0.20
C -1.31 -1.39 -0.09
N -2.10 -2.57 0.17
S -1.04 -3.92 0.04
N 0.49 -3.24 -0.34
C 0.18 -1.82 -0.38
H 2.91 0.03 1.51
H 3.53 -1.70 2.05
H 4.71 -0.33 1.66
H 1.66 1.48 -1.05
H -1.18 3.53 0.74
H -2.48 2.99 -1.15
H 0.62 3.27 -1.84
H -2.83 0.61 2.49
H -3.63 2.06 2.08
H -5.26 -0.66 -0.43
*
```

Values from the calculation:
- E_LUMO (Eh) = -0.0728
- ΔE to the lowest compared entry with this formula, charge and spin (kJ/mol) = 369.08
- highest occupied orbital energy (eV) = -8.67
- total energy (eV) = -186993.9314
- SMILES = C/C(Br)=C(/Br)c1cc([PH2]=N)c(P(N)O)c2nsnc12

=====

# 2
Below is C9H10BrI as an isolated structure at a distorted geometry, with properties calculated with ωB97M-V/def2-TZVPD.

```
! RIJCOSX wB97M-V def2-TZVPD def2/J DEFGRID3
* xyz 0 1
C -1.03 -0.34 2.58
C 0.29 0.12 2.40
C -1.75 -0.57 1.43
C 0.72 0.53 1.13
C -1.12 -0.41 0.12
C 0.07 0.23 -0.01
C -1.85 -0.95 -1.01
C 2.28 1.07 -1.41
C 0.98 0.42 -1.50
Br 1.48 -1.43 -1.98
I -0.23 1.29 -3.10
H -1.25 -0.56 3.60
H 0.69 0.52 3.32
H -2.64 -1.21 1.36
H 1.77 0.78 1.00
H -1.06 -1.15 -1.77
H -2.55 -1.92 -0.77
H -2.59 -0.22 -1.34
H 2.95 0.96 -2.32
H 2.09 2.19 -1.24
H 2.76 0.65 -0.48
*
```

Values from the calculation:
- E_LUMO (Eh) = 0.0027
- ΔE to the lowest compared entry with this formula, charge and spin (kJ/mol) = 0.00
- highest occupied orbital energy (eV) = -8.98
- total energy (eV) = -87636.3126

=====

# 3
Below is a 2-piece molecular cluster, C9H10BrP overall at a distorted geometry, with properties calculated with ωB97M-V/def2-TZVPD.

```
! RIJCOSX wB97M-V def2-TZVPD def2/J DEFGRID3
* xyz 0 1
C -0.74 -1.63 0.55
C -0.90 -0.16 -1.24
C 1.40 -0.39 1.47
C 0.34 -0.73 0.60
C -1.49 -1.30 -0.58
C 0.13 0.28 -0.49
C 2.16 0.61 0.94
C -2.64 -1.98 -1.15
C 0.76 2.96 0.14
P 1.54 1.41 -0.61
Br 4.36 -0.79 0.08
H -0.88 -2.28 1.38
H -1.52 0.40 -1.99
H 1.69 -1.06 2.33
H 2.92 1.04 1.49
H -2.56 -1.91 -2.20
H -3.62 -1.38 -0.89
H -2.73 -2.97 -0.84
H 1.20 3.10 1.15
H -0.39 2.83 0.30
H 0.97 3.95 -0.46
*
```

Values from the calculation:
- E_LUMO (spin up / spin down) (Eh) = -0.0941 / -0.0936
- ΔE to the lowest compared entry with this formula, charge and spin (kJ/mol) = 106.37
- highest occupied orbital energy (spin up / spin down) (eV) = -8.31 / -8.34
- total energy (eV) = -88822.8490

=====

# 4
Below is a 6-piece molecular cluster, C9H10Cl21N2O4S2 overall at a distorted geometry, with properties calculated with ωB97M-V/def2-TZVPD.

```
! RIJCOSX wB97M-V def2-TZVPD def2/J DEFGRID3
* xyz -1 1
C 0.35 -3.59 -1.47
C -0.88 -2.51 -1.22
C -0.34 -1.19 -0.39
C 0.37 -0.19 -1.48
N 0.68 1.20 -0.97
S 1.98 1.22 0.21
O 3.30 0.68 -0.39
O 1.69 0.44 1.51
N 2.20 2.92 0.66
S 0.87 3.48 1.64
O -0.54 3.09 1.12
O 0.91 5.05 1.65
Cl 0.99 2.86 3.66
H 0.06 -4.59 -0.93
H 0.47 -3.79 -2.64
H 1.39 -3.20 -1.06
H -1.84 -3.01 -0.73
H -1.17 -2.11 -2.31
H 0.47 -1.62 0.38
H -1.16 -0.67 0.28
H -0.42 -0.05 -2.36
H 1.30 -0.72 -2.00
H 1.09 1.70 -1.82
C 0.15 7.78 -0.42
Cl -0.41 6.18 -0.98
Cl -0.11 8.99 -1.71
Cl -0.76 8.25 1.03
Cl 1.89 7.69 -0.04
C 4.94 -1.15 -3.16
Cl 5.96 -1.99 -4.37
Cl 5.84 -1.01 -1.63
Cl 4.53 0.48 -3.76
Cl 3.45 -2.08 -2.89
C -4.64 -4.25 0.62
Cl -5.15 -5.47 1.82
Cl -3.78 -5.06 -0.72
Cl -6.08 -3.41 -0.02
Cl -3.56 -3.07 1.40
C -7.82 -8.42 2.17
Cl -7.88 -10.12 2.71
Cl -9.48 -7.83 1.90
Cl -7.04 -7.43 3.43
Cl -6.89 -8.30 0.66
C 5.01 6.97 2.52
Cl 3.64 5.90 2.16
Cl 6.53 6.05 2.37
Cl 5.03 8.33 1.37
Cl 4.86 7.59 4.18
*
```

Values from the calculation:
- E_LUMO (Eh) = 0.0397
- highest occupied orbital energy (eV) = -6.63
- total energy (eV) = -305302.4628

=====

# 5
Below is a 2-piece molecular cluster, C9H10ClNO3 overall at a distorted geometry, with properties calculated with ωB97M-V/def2-TZVPD.

```
! RIJCOSX wB97M-V def2-TZVPD def2/J DEFGRID3
* xyz 0 1
C 0.26 -1.23 -1.58
C -0.08 -0.83 -0.33
C -0.52 -1.85 0.66
Cl -2.25 -2.03 0.59
C -0.57 0.48 0.05
C -1.20 1.20 -0.91
C -1.85 2.38 -0.59
C -2.08 2.82 0.70
C -1.46 1.97 1.72
C -0.68 0.84 1.36
H 0.68 -0.50 -2.29
H 0.55 -2.23 -1.78
H -0.35 -1.59 1.68
H -0.07 -2.87 0.58
H -1.07 0.79 -1.97
H -2.22 2.85 -1.44
H -2.66 3.62 1.06
H -1.54 2.25 2.76
H -0.09 0.38 2.06
O 4.92 -1.73 -0.33
N 3.87 -1.36 -0.69
O 3.31 -1.39 -1.73
O 3.02 -0.98 0.36
H 2.09 -0.99 0.07
*
```

Values from the calculation:
- E_LUMO (Eh) = 0.0001
- ΔE to the lowest compared entry with this formula, charge and spin (kJ/mol) = 78.54
- highest occupied orbital energy (eV) = -9.22
- total energy (eV) = -29644.6642
- SMILES = C=C(CCl)c1ccccc1.O=[N+]([O-])O

=====

# 6
Below is C9H10F6NO5PS2Tm as an isolated structure at a distorted geometry, with properties calculated with ωB97M-V/def2-TZVPD.

```
! RIJCOSX wB97M-V def2-TZVPD def2/J DEFGRID3
* xyz 3 3
C -1.33 4.30 -2.32
C -0.50 2.92 -2.35
S -1.61 1.40 -2.26
C -0.42 0.10 -1.57
N -1.10 -1.22 -1.29
P -1.14 -2.13 -2.80
S -2.70 -1.58 -3.87
C -0.36 -2.06 -0.32
O -1.02 -2.54 0.64
O 1.03 -2.41 -0.41
C 1.85 -1.56 0.43
O 2.30 -0.52 -0.13
C 2.26 -1.90 1.95
F 2.09 -3.33 2.08
F 3.65 -1.68 2.18
C 1.33 -1.24 3.09
F 0.33 -2.16 3.50
F 2.18 -1.06 4.24
C 0.75 0.22 2.75
F -0.44 0.18 1.93
F 1.71 1.14 2.27
C 0.22 0.84 4.18
O 0.83 1.83 4.73
O -0.93 0.33 4.81
H -1.41 4.71 -3.39
H -0.79 5.12 -1.71
H -2.38 4.13 -1.88
H 0.17 2.91 -3.29
H 0.24 2.94 -1.45
H 0.44 -0.06 -2.32
H 0.05 0.58 -0.64
H 0.07 -1.99 -3.59
H -1.27 -3.52 -2.46
H -1.70 0.92 4.58
Tm -2.38 -3.63 -5.33
*
```

Values from the calculation:
- E_LUMO (spin up / spin down) (Eh) = -0.4541 / -0.5060
- highest occupied orbital energy (spin up / spin down) (eV) = -17.05 / -17.05
- total energy (eV) = -97978.3750
- expectation value of S² = 2.01

=====

# 7
Below is a 2-piece molecular cluster, C9H10FIO2 overall at a distorted geometry, with properties calculated with ωB97M-V/def2-TZVPD.

```
! RIJCOSX wB97M-V def2-TZVPD def2/J DEFGRID3
* xyz 0 1
C -0.32 2.04 0.20
C 0.20 1.22 1.16
C -1.33 1.34 -0.39
C -0.40 0.02 1.02
C 2.08 -0.43 -1.52
C 2.40 -0.54 -0.29
C -2.05 1.74 -1.69
C -0.10 -1.28 1.66
C 0.60 -2.16 0.65
O -1.27 0.07 -0.01
O -1.23 -1.94 2.36
F -0.08 -2.36 -0.49
I 1.61 -3.86 1.48
H -0.06 3.10 -0.02
H 0.96 1.63 1.86
H 2.61 0.21 -2.38
H 1.31 -0.82 -2.20
H 3.11 -0.17 0.46
H -1.54 1.54 -2.60
H -2.99 1.12 -1.68
H -2.42 2.70 -1.66
H 0.80 -1.19 2.42
H -1.86 -1.98 1.68
*
```

Values from the calculation:
- E_LUMO (spin up / spin down) (Eh) = -0.0061 / -0.0023
- highest occupied orbital energy (spin up / spin down) (eV) = -8.18 / -8.11
- total energy (eV) = -24401.6652

=====

# 8
Below is one molecule with the formula C9H10IN3S at a distorted geometry, with properties calculated with ωB97M-V/def2-TZVPD.

```
! RIJCOSX wB97M-V def2-TZVPD def2/J DEFGRID3
* xyz 0 1
C -1.75 2.54 -0.14
S -1.47 1.01 0.52
C -2.27 0.51 1.87
C -1.81 -0.07 -0.93
C -0.68 0.09 -1.89
C 0.35 -0.21 0.92
C 0.60 -1.53 1.37
N 1.72 -2.06 1.03
C 2.64 -1.44 0.31
C 3.52 -2.21 -0.46
N 4.33 -2.70 -1.11
C 2.60 -0.01 0.29
I 4.28 1.27 -0.18
N 1.38 0.47 0.53
H -1.03 2.75 -0.95
H -1.72 3.24 0.76
H -2.96 1.27 2.17
H -2.03 -0.38 2.41
H -1.80 -1.05 -0.59
H -2.72 0.37 -1.21
H -0.40 1.05 -2.01
H 0.25 -0.42 -1.68
H -0.95 -0.33 -2.97
H -0.05 -2.18 1.96
*
```

Values from the calculation:
- E_LUMO (Eh) = -0.0209
- ΔE to the lowest compared entry with this formula, charge and spin (kJ/mol) = 324.93
- highest occupied orbital energy (eV) = -7.95
- total energy (eV) = -32893.1115
- SMILES = C=S(=C)(CC)c1cnc(C#N)c(I)n1

=====

What did the eighth record say?
Below is one molecule with the formula C9H10IN3S at a distorted geometry, with properties calculated with ωB97M-V/def2-TZVPD.

```
! RIJCOSX wB97M-V def2-TZVPD def2/J DEFGRID3
* xyz 0 1
C -1.75 2.54 -0.14
S -1.47 1.01 0.52
C -2.27 0.51 1.87
C -1.81 -0.07 -0.93
C -0.68 0.09 -1.89
C 0.35 -0.21 0.92
C 0.60 -1.53 1.37
N 1.72 -2.06 1.03
C 2.64 -1.44 0.31
C 3.52 -2.21 -0.46
N 4.33 -2.70 -1.11
C 2.60 -0.01 0.29
I 4.28 1.27 -0.18
N 1.38 0.47 0.53
H -1.03 2.75 -0.95
H -1.72 3.24 0.76
H -2.96 1.27 2.17
H -2.03 -0.38 2.41
H -1.80 -1.05 -0.59
H -2.72 0.37 -1.21
H -0.40 1.05 -2.01
H 0.25 -0.42 -1.68
H -0.95 -0.33 -2.97
H -0.05 -2.18 1.96
*
```

Values from the calculation:
- E_LUMO (Eh) = -0.0209
- ΔE to the lowest compared entry with this formula, charge and spin (kJ/mol) = 324.93
- highest occupied orbital energy (eV) = -7.95
- total energy (eV) = -32893.1115
- SMILES = C=S(=C)(CC)c1cnc(C#N)c(I)n1

=====

> Which of these has the lowest total energy?

C9H10Cl21N2O4S2

=====

What did the second record say?
Below is C9H10BrI as an isolated structure at a distorted geometry, with properties calculated with ωB97M-V/def2-TZVPD.

```
! RIJCOSX wB97M-V def2-TZVPD def2/J DEFGRID3
* xyz 0 1
C -1.03 -0.34 2.58
C 0.29 0.12 2.40
C -1.75 -0.57 1.43
C 0.72 0.53 1.13
C -1.12 -0.41 0.12
C 0.07 0.23 -0.01
C -1.85 -0.95 -1.01
C 2.28 1.07 -1.41
C 0.98 0.42 -1.50
Br 1.48 -1.43 -1.98
I -0.23 1.29 -3.10
H -1.25 -0.56 3.60
H 0.69 0.52 3.32
H -2.64 -1.21 1.36
H 1.77 0.78 1.00
H -1.06 -1.15 -1.77
H -2.55 -1.92 -0.77
H -2.59 -0.22 -1.34
H 2.95 0.96 -2.32
H 2.09 2.19 -1.24
H 2.76 0.65 -0.48
*
```

Values from the calculation:
- E_LUMO (Eh) = 0.0027
- ΔE to the lowest compared entry with this formula, charge and spin (kJ/mol) = 0.00
- highest occupied orbital energy (eV) = -8.98
- total energy (eV) = -87636.3126

=====

> What is the formula in the sixth record?

C9H10F6NO5PS2Tm